1.
Density functional theory data (ωB97M-V/def2-TZVPD) for As3F18Rb as an isolated structure.

Each line ends with the Löwdin charge.
Geometry (Å):
Rb  0.1924  0.4549  -0.9730  1.08
As  -2.9481  0.7706  0.8076  0.68
F  -3.2059  1.8966  2.1095  -0.27
F  -2.5660  2.1258  -0.2362  -0.29
F  -2.6735  -0.2736  -0.5459  -0.29
F  -3.2551  -0.5471  1.8574  -0.23
F  -4.6301  0.8813  0.4054  -0.26
F  -1.2413  0.7043  1.2025  -0.38
As  2.9638  2.6363  -0.0043  0.67
F  2.6700  3.5578  1.4093  -0.24
F  2.1685  1.2405  0.6722  -0.35
F  3.2458  1.7042  -1.4582  -0.29
F  3.7209  3.9868  -0.7711  -0.26
F  4.4823  2.0967  0.6196  -0.25
F  1.4015  3.1299  -0.6147  -0.32
As  -0.0546  -3.4966  -0.6232  0.68
F  -1.0917  -4.7345  -1.2547  -0.27
F  -1.2508  -3.0532  0.5264  -0.24
F  0.9721  -2.1942  -0.0762  -0.33
F  1.1484  -3.9465  -1.7932  -0.27
F  -0.7110  -2.3404  -1.7619  -0.32
F  0.6623  -4.5997  0.5026  -0.26

2S+1: 1
E_HOMO (eV): -7.3213
Total charge: -2

=====

2.
Density functional theory data (ωB97M-V/def2-TZVPD) for C4H4OS as an isolated structure at a distorted geometry.

Each line ends with the Löwdin charge.
Geometry (Å):
C  -0.4489  -0.0675  -0.4276  -0.48
C  -0.0184  0.2259  0.9721  -0.59
C  -1.4285  0.2835  -1.2902  -0.01
C  1.3576  -0.3102  0.8128  -0.39
O  -0.5898  0.5353  1.9542  0.10
S  1.0337  -1.0653  -0.7763  1.02
H  -1.4683  -0.1511  -2.3810  0.09
H  -2.1162  1.1752  -1.1198  0.09
H  2.2290  0.3252  0.6340  0.09
H  1.4499  -0.9512  1.6219  0.07

2S+1: 3
E_HOMO (spin up / spin down) (eV): -6.2601 / -9.6285
Total charge: 0

=====

3.
Density functional theory data (ωB97M-V/def2-TZVPD) for C7H26N4OPRe as an isolated structure at a distorted geometry.

Each line ends with the Löwdin charge.
Geometry (Å):
C  -1.9705  1.8632  -3.2949  -0.04
Re  1.4743  -0.2953  -2.3304  0.92
N  0.6939  -1.2922  -4.1506  -0.16
H  1.3504  1.2363  -3.4276  -0.05
H  1.5556  -1.1049  -4.7431  0.05
H  -2.1870  0.7788  -3.5937  0.04
H  -2.1190  2.3813  -4.2133  0.01
H  -0.9962  1.9030  -2.9038  -0.05
H  -2.7634  2.0669  -2.6180  0.00
H  0.6327  -2.3239  -3.9718  0.06
H  -0.1391  -1.0595  -4.8037  0.11
C  -1.5708  -2.0700  0.2272  -0.09
N  -0.6810  -1.4406  1.1944  -0.31
C  -0.5486  -2.1980  2.4539  -0.08
P  0.2165  -0.1189  0.7534  0.57
O  0.3214  -0.1835  -0.7396  -0.51
N  -0.5473  1.2121  1.3969  -0.30
C  -0.1717  2.5383  0.9052  -0.09
C  -1.8561  1.1708  2.0802  -0.07
N  1.7849  -0.0379  1.2963  -0.30
C  2.1853  0.3340  2.6728  -0.08
C  2.8482  -0.6312  0.4852  -0.10
H  -2.5650  -2.1706  0.6546  0.09
H  -1.1890  -3.0553  -0.0206  0.09
H  -1.6279  -1.4681  -0.6686  0.07
H  -0.0921  -3.1929  2.2681  0.09
H  0.0792  -1.6406  3.1860  0.08
H  -1.5515  -2.3729  2.8923  0.09
H  -0.6350  2.7690  -0.0658  0.09
H  -0.5139  3.2884  1.6248  0.09
H  0.9235  2.5785  0.8242  0.09
H  -2.6418  0.8531  1.3755  0.09
H  -1.7964  0.4829  2.9386  0.08
H  -2.0795  2.1803  2.4426  0.09
H  2.2760  -0.5606  3.3177  0.09
H  3.1610  0.8256  2.6279  0.09
H  1.4147  1.0379  3.0914  0.10
H  2.8824  -1.7147  0.6475  0.10
H  2.6741  -0.4140  -0.6235  -0.03
H  3.7688  -0.1549  0.8124  0.09

2S+1: 4
E_HOMO (spin up / spin down) (eV): -10.5226 / -10.2678
Total charge: +1

=====

4.
Density functional theory data (ωB97M-V/def2-TZVPD) for C23H35ClN4O2 as an isolated structure at a distorted geometry.

Each line ends with the Löwdin charge.
Geometry (Å):
C  -2.8406  4.3087  -1.7093  -0.11
H  -3.8507  4.1411  -1.3803  0.07
H  -2.2140  4.8617  -1.2055  0.02
H  -2.9217  4.7575  -2.8111  0.13
C  -2.1102  3.1006  -2.0491  -0.37
C  -0.7436  3.2310  -2.4731  -0.13
H  -0.2913  2.3266  -2.3579  0.02
H  -0.7107  3.4604  -3.6278  0.12
H  0.0046  3.8793  -2.0233  0.09
H  -2.7282  2.3225  -2.4843  0.12
C  -1.7649  2.2928  -0.3312  -0.18
N  -1.1465  1.0778  -0.4853  -0.21
C  -2.2752  0.1234  -1.0865  -0.06
H  -3.2177  0.3033  -0.9037  0.05
C  -1.7610  -0.5226  -2.4116  -0.39
C  -2.9129  -1.4817  -2.6294  -0.08
H  -3.9956  -0.9935  -2.8699  0.12
H  -2.9979  -2.2965  -1.9616  0.04
H  -2.5689  -2.1284  -3.7709  0.16
C  -0.4609  -1.2120  -2.1123  -0.05
H  -0.4030  -2.0070  -1.6168  0.00
H  -0.1056  -1.5488  -3.0131  0.06
H  0.3395  -0.5581  -1.8062  0.09
H  -1.8037  0.2913  -2.8267  0.02
H  -1.9637  -0.9501  -0.3687  0.17
C  -0.4863  0.6976  0.6128  -0.28
H  0.2574  1.6124  0.5358  0.16
C  -0.9668  0.6953  2.0825  -0.14
H  -1.7813  1.7571  2.2450  0.19
C  -1.8714  -0.4311  2.5395  -0.07
N  -0.8337  -1.6745  2.4575  0.11
C  -1.0782  -2.6238  1.5833  -0.59
O  -2.1635  -2.8979  1.0692  0.05
C  -0.0439  -3.5724  1.6622  -0.09
N  1.1339  -3.1129  0.9665  -0.11
C  1.6787  -4.0258  -0.0487  -0.43
O  1.2549  -4.9709  -0.5880  0.17
C  2.4751  -3.0946  -0.7407  -0.14
C  3.5299  -2.2150  -0.0858  -0.07
C  2.7534  -1.4575  1.0384  -0.01
N  1.4160  -1.9686  1.4429  0.10
C  3.0125  -0.0653  1.6278  -0.22
C  2.6941  0.3662  2.6951  -0.15
C  2.8842  1.6689  3.1066  -0.07
C  3.7048  2.4826  2.2724  -0.56
C  3.7747  2.0350  0.8848  -0.14
C  3.4869  0.8442  0.4861  -0.02
H  3.6795  0.5876  -0.5705  0.12
H  4.4651  2.7378  0.2605  0.14
Cl  4.0082  4.0872  2.9619  0.62
H  2.7407  1.7638  4.0931  0.07
H  2.2502  -0.5052  3.2615  0.16
H  4.0658  -1.7045  -0.8792  0.12
H  4.0596  -2.8062  0.4789  0.06
H  3.0018  -3.8265  -1.5371  0.18
H  1.9389  -2.5626  -1.4683  0.10
H  -0.2990  -4.5430  1.1626  0.14
H  0.3245  -3.8261  2.8327  0.20
H  0.0472  -1.5463  2.8604  0.08
H  -2.8937  -0.7448  2.0581  0.16
H  -2.1912  -0.2957  3.4079  0.01
H  -0.3228  0.9906  2.8236  0.05
H  -0.0225  -0.2589  0.4177  0.09
H  -1.2363  3.1737  0.2727  0.14
H  -3.0027  2.4512  0.0339  0.15

2S+1: 1
E_HOMO (eV): -7.7023
Total charge: 0

=====

5.
Density functional theory data (ωB97M-V/def2-TZVPD) for CF2NO2 as an isolated structure at a distorted geometry.

Each line ends with the Löwdin charge.
Geometry (Å):
C  -1.0564  0.0101  -0.0676  -0.60
N  0.8418  0.2392  -0.3857  -0.03
O  -1.0106  -0.9545  0.6798  -0.01
O  -1.6962  0.8903  -0.5692  0.03
F  1.4503  0.9374  0.7309  -0.19
F  1.4712  -1.1225  -0.3882  -0.21

2S+1: 1
E_HOMO (eV): -3.7860
Total charge: -1

=====

Table of energy relative to the best compared isomer or geometry (same formula, charge and spin) (kcal per mole), in record order: 0.0, 22.0, 17.5, 442.5, 10.3